This record from the OMol25 dataset describes a cluster of 2 separate species, C2H4N2OS in total at a distorted geometry. The level of theory is ωB97M-V/def2-TZVPD.

The energy relative to the best compared isomer or geometry (same formula, charge and spin) is 158.4 kcal per mole. As for the HOMO-LUMO gap: 8.087 eV.

Last columns: bonded neighbours and bond lengths (Å).
Cartesian coordinates (Å):
1 S 2.239 -0.571 0.086  N4 1.778, H8 1.254
2 O -3.094 -0.560 0.017  N3 1.325
3 N -2.083 0.288 0.140  O2 1.325, C5 1.438
4 N 1.374 0.982 0.026  S1 1.778, C6 1.273
5 C -0.846 -0.212 -0.397  N3 1.438, C6 1.503, H9 1.067
6 C 0.114 0.916 -0.138  N4 1.273, C5 1.503, H10 1.201
7 H -4.081 -0.083 0.824  no bonds
8 H 3.406 -0.111 0.105  S1 1.254
9 H -0.532 -1.229 -0.467  C5 1.067
10 H -0.511 1.919 0.081  C6 1.201